No. 1
Below is the molecule C3H5ClFNO3 at a distorted geometry, with properties calculated with the ωB97M-V functional and the def2-TZVPD basis.

Atoms and positions in Å:
C 0.34464 0.86310 -1.37205
C 0.56768 -0.20330 -0.28373
O 1.09339 -1.37536 -0.79568
C -0.72297 -0.55215 0.52615
F -2.01321 -0.02769 -0.25179
Cl -0.93311 -2.19335 0.94173
N -0.71971 0.17573 1.87747
O -1.67428 -0.01521 2.57197
O 0.25746 0.83377 2.15485
H -0.27222 1.64395 -0.83711
H -0.35027 0.79074 -2.20646
H 1.24055 1.20176 -1.76607
H 1.18534 0.14004 0.50135
H 1.99669 -1.28202 -1.06060

Summary:
Frontier orbital gap: 10.43 eV
SMILES string: C[C@H](O)[C@@](F)(Cl)[N+](=O)[O-]
Lowest unoccupied orbital energy: -0.6006 eV
Molar mass: 157.528 g mol⁻¹



No. 2
Below is a cluster of 2 separate species, C3H9NO3 in total at a distorted geometry, with properties calculated with the ωB97M-V functional and the def2-TZVPD basis.

Atoms and positions in Å:
N 0.12222 0.44307 -1.26092
C 0.88199 -0.01133 -0.09250
C -0.01960 -0.94724 0.70383
O -1.01862 -0.23127 1.39664
C -1.71082 -0.86495 2.43921
O -1.55277 -2.02647 2.80173
H -0.46630 1.24152 -0.99863
H -0.50567 -0.24300 -1.69421
H 1.33553 0.73958 0.58269
H 1.70051 -0.63510 -0.50041
H -0.46823 -1.76665 0.10991
H 0.68127 -1.40245 1.42978
H -2.54044 -0.25471 2.84787
O 1.41792 1.89013 -2.90192
H 0.89466 1.28289 -2.33121
H 1.24834 2.78598 -2.53186

Summary:
Frontier orbital gap: 10.57 eV
SMILES string: NCCOC=O.O
Lowest unoccupied orbital energy: 0.6759 eV
Molar mass: 107.109 g mol⁻¹



No. 3
Below is a structure of composition C6H10N2O at a distorted geometry, with properties calculated with the ωB97M-V functional and the def2-TZVPD basis.

Atoms and positions in Å:
C 2.55052 -0.25525 1.56309
N -0.09717 0.18789 0.43058
C -0.28314 -0.41476 -0.73210
C 1.78588 0.37738 0.42033
N -0.60380 1.43462 0.70795
C -2.13129 -0.63238 -0.82926
C 0.31451 -1.23814 -1.58088
C -3.08438 0.22771 -0.50891
O 2.30717 1.15039 -0.35244
H -0.18361 1.88572 1.51187
H -0.53689 2.03284 -0.11594
H -2.38985 -1.52340 -1.40011
H 3.63130 -0.09170 1.50261
H 2.24042 0.11056 2.54502
H 2.34981 -1.33178 1.51679
H -0.27082 -1.83497 -2.27035
H 1.39149 -1.34169 -1.59989
H -2.92752 1.05317 0.18214
H -4.06263 0.20378 -0.99051

Summary:
Frontier orbital gap: 8.64 eV
Lowest unoccupied orbital energy: 0.7149 eV
Molar mass: 126.159 g mol⁻¹



No. 4
Below is the molecule C5H8O, with properties calculated with the ωB97M-V functional and the def2-TZVPD basis.

Atoms and positions in Å:
C -1.72520 -0.19020 0.36751
C -0.26151 0.10538 0.23242
C 0.32219 1.02519 -0.79483
C 0.74265 -0.42140 -0.75147
C 1.78457 -0.76043 0.26957
O 0.50652 0.09593 1.44146
H -1.88999 -1.18091 0.80258
H -2.21292 0.55422 1.00651
H -2.20507 -0.16235 -0.61631
H 1.02477 1.78598 -0.46086
H -0.34730 1.32331 -1.59844
H 0.52151 -1.12098 -1.55293
H 2.64289 -0.07206 0.27260
H 0.96917 -0.86629 1.46035

Summary:
Frontier orbital gap: 9.11 eV
Lowest unoccupied orbital energy: 0.4634 eV
Molar mass: 84.118 g mol⁻¹



No. 5
Below is a structure of composition C23H22ClEuNPS at a distorted geometry, with properties calculated with the ωB97M-V functional and the def2-TZVPD basis.

Atoms and positions in Å:
Eu 0.23996 -0.50188 0.28962
Cl -0.10324 1.02071 2.18255
P -0.00193 -0.03431 -2.54086
C -1.39665 -0.92048 -3.20366
C -1.19911 -1.68677 -4.36433
C -2.30924 -2.23158 -4.99556
C -3.57551 -2.03614 -4.42028
C -3.76547 -1.32299 -3.21942
C -2.66420 -0.75156 -2.58833
C -0.28174 1.72086 -2.53484
C 0.59559 2.58957 -1.83721
C 0.46057 3.96577 -2.00849
C -0.54776 4.46292 -2.86061
C -1.41650 3.60089 -3.55804
C -1.26504 2.22894 -3.40572
C 1.59944 -0.46632 -3.21686
C 2.61959 -1.01299 -2.39651
C 3.87439 -1.18017 -2.97782
C 4.05450 -0.85006 -4.33375
C 3.02845 -0.33421 -5.13932
C 1.78456 -0.11159 -4.56342
H 1.42034 2.21745 -1.22162
H 1.13334 4.66318 -1.48300
H -0.68347 5.53926 -2.98761
H -2.20688 3.97732 -4.22707
H -1.85198 1.53687 -4.00766
H -0.17679 -1.78517 -4.74794
H -2.13314 -2.80473 -5.91079
H -4.41707 -2.51104 -4.92231
H -4.76229 -1.22460 -2.77728
H -2.79059 -0.15890 -1.66374
H 2.43411 -1.30689 -1.33766
H 4.69575 -1.55620 -2.35915
H 5.02130 -1.00776 -4.80248
H 3.16115 -0.08884 -6.19334
H 0.94321 0.32198 -5.12080
H -0.14196 -5.66874 -5.22800
H 0.59140 -5.63141 -5.19270
S 0.21170 -3.11630 0.43450
C 0.32089 -2.48776 2.07375
N -0.80266 -2.51373 2.91164
C -0.76366 -2.26123 4.26452
C 0.43783 -1.98580 4.88275
C 1.58416 -1.93419 4.08783
C 1.53327 -2.16638 2.72043
H -1.71838 -2.72343 2.50048
H -1.69299 -2.27213 4.82249
H 0.47448 -1.80674 5.95870
H 2.52904 -1.67684 4.55701
H 2.43833 -2.20437 2.10663

Summary:
<S²>: 12.35
Frontier orbital gap (alpha / beta): 5.30 / 7.21 eV
Net charge: +2
Lowest unoccupied orbital energy (alpha / beta): -8.9016 / -6.9638 eV
Molar mass: 562.894 g mol⁻¹
2S+1: 7



No. 6
Below is a cluster of 2 separate species, FH2O2P in total at a distorted geometry, with properties calculated with the ωB97M-V functional and the def2-TZVPD basis.

Atoms and positions in Å:
O 0.47600 0.29647 -0.71646
O -0.26360 -1.55025 0.63290
F -2.71492 0.43394 0.14115
P -0.69411 -0.83694 -0.68894
H 0.43800 0.97501 -1.47796
H 0.61192 -1.22910 0.84576

Summary:
Frontier orbital gap (alpha / beta): 9.08 / 9.08 eV
Lowest unoccupied orbital energy (alpha / beta): -0.9029 / -0.9031 eV
Molar mass: 83.986 g mol⁻¹



No. 7
Below is a cluster of 2 separate species, C3H9N3O2 in total at a distorted geometry, with properties calculated with the ωB97M-V functional and the def2-TZVPD basis.

Atoms and positions in Å:
H 1.38684 0.59566 1.79937
N 1.21924 0.86981 0.83239
C 1.58044 0.03029 -0.03517
C 1.41166 0.31491 -1.48701
H 1.86430 -1.05164 0.19883
H 0.80947 -0.47162 -1.94199
H 2.38218 0.27174 -1.97909
H 0.95092 1.28748 -1.63661
N -1.70535 1.27055 0.25689
N -1.59499 -0.01770 -0.29660
C -1.07369 -1.08185 0.34604
O -0.63439 -2.08264 -0.19669
O -1.05599 -0.91305 1.68770
H -2.31400 1.22287 1.07180
H -0.77914 1.56292 0.58721
H -1.57035 -0.03851 -1.30604
H -0.87715 -1.76924 2.09897

Summary:
Frontier orbital gap: 10.39 eV
SMILES string: [H]/N=C/C.NNC(=O)O
Lowest unoccupied orbital energy: 0.6946 eV
Molar mass: 119.124 g mol⁻¹



No. 8
Below is a structure of composition C5H8BiFO4 at a distorted geometry, with properties calculated with the ωB97M-V functional and the def2-TZVPD basis.

Atoms and positions in Å:
O 0.26636 -1.31357 -0.64866
C -0.91108 -1.96224 -0.55988
C -1.62770 -1.42263 0.67928
O -0.58272 -1.06416 1.57766
C 0.31595 -0.21583 1.01845
O -0.21000 0.99311 0.82066
O 1.52995 -0.36815 1.31999
C 0.64305 2.04567 0.34317
H -2.26198 -2.17093 1.16239
F -0.70916 -3.35381 -0.36671
H -1.52251 -1.88146 -1.47189
H -2.20941 -0.53150 0.40530
H 0.15047 2.96560 0.67841
H 1.61738 1.96301 0.84055
C 0.79465 2.03071 -1.16300
H 1.36011 2.92147 -1.46913
H 1.35342 1.14894 -1.50212
H -0.18681 2.05566 -1.65494
Bi 2.19003 -1.83990 -0.00953

Summary:
<S²>: 0.75
Frontier orbital gap (alpha / beta): 7.65 / 9.21 eV
Net charge: +1
Lowest unoccupied orbital energy (alpha / beta): -5.2382 / -5.9745 eV
Molar mass: 360.093 g mol⁻¹
2S+1: 2